{"formula": "C41H88N9O", "method": "wB97M-V/def2-TZVPD", "max_force_ha_per_bohr": 0.020, "total_charge": 1, "homo_energy_ev": -9.471, "symbols": ["C", "C", "C", "C", "O", "N", "N", "C", "N", "C", "N", "C", "C", "C", "C", "C", "C", "C", "C", "N", "C", "C", "C", "H", "H", "H", "H", "H", "H", "H", "H", "H", "H", "H", "H", "H", "H", "H", "H", "H", "H", "H", "H", "H", "H", "H", "H", "H", "H", "H", "H", "C", "C", "N", "C", "C", "C", "C", "H", "H", "H", "H", "H", "H", "H", "H", "H", "H", "H", "H", "H", "H", "H", "C", "C", "N", "C", "C", "C", "C", "H", "H", "H", "H", "H", "H", "H", "H", "H", "H", "H", "H", "H", "H", "H", "C", "C", "N", "C", "C", "C", "C", "H", "H", "H", "H", "H", "H", "H", "H", "H", "H", "H", "H", "H", "H", "H", "C", "C", "N", "C", "C", "C", "C", "H", "H", "H", "H", "H", "H", "H", "H", "H", "H", "H", "H", "H", "H", "H"], "coordinates": [[7.70774, 1.21249, 2.17988], [7.42638, 0.90606, 0.70949], [5.95523, 0.57499, 0.43971], [5.82555, -0.50577, -0.60616], [4.55090, -0.52355, -1.31562], [3.51265, -0.46098, -0.45499], [3.30618, -1.43483, 0.48547], [2.24094, -1.02748, 1.16791], [1.73244, 0.09666, 0.73694], [2.52828, 0.45304, -0.29981], [2.32106, 1.53196, -1.03382], [3.13399, 1.96355, -2.17886], [4.48254, 2.59944, -1.92408], [5.58744, 1.94342, -2.49944], [6.89312, 2.43570, -2.35945], [7.10372, 3.60071, -1.62013], [6.01125, 4.27597, -1.06539], [4.68756, 3.81372, -1.21785], [3.56548, 4.64000, -0.66140], [1.19824, 2.29812, -0.59575], [-0.11190, 1.69679, -0.99686], [-1.15067, 1.75462, 0.12163], [-1.61349, 0.39076, 0.60731], [6.81995, 1.58417, 2.68278], [8.47136, 1.97500, 2.28567], [8.04756, 0.33493, 2.71986], [8.04153, 0.06687, 0.39374], [7.70239, 1.76878, 0.11458], [5.39127, 1.45638, 0.14741], [5.51224, 0.22598, 1.37268], [5.99271, -1.49391, -0.18004], [6.54791, -0.38662, -1.40441], [3.85548, -2.26837, 0.59981], [1.84933, -1.60290, 1.98734], [3.32027, 1.09801, -2.80645], [2.49304, 2.62302, -2.75671], [5.43662, 1.04089, -3.07059], [7.72541, 1.91637, -2.80498], [8.09326, 4.00527, -1.48668], [6.17299, 5.19667, -0.52781], [3.02636, 4.11111, 0.12024], [3.91525, 5.58174, -0.26057], [2.85596, 4.85499, -1.45837], [1.28424, 3.17568, -1.08316], [-0.48186, 2.26342, -1.85011], [0.03901, 0.68067, -1.34577], [-2.00428, 2.34207, -0.19575], [-0.70207, 2.29278, 0.95158], [-2.32941, 0.52174, 1.41399], [-2.07926, -0.19494, -0.17784], [-0.77233, -0.14467, 1.03407], [-0.74348, -3.11747, -0.11469], [-1.69260, -3.40908, 1.03586], [-3.00321, -3.82215, 0.58883], [-4.00559, -3.75929, 1.63659], [-3.84291, -4.68258, 2.84989], [-3.03155, -4.98413, -0.28193], [-2.38844, -6.28019, 0.22755], [-1.19135, -2.41160, -0.81479], [0.17436, -2.67123, 0.27444], [-0.45949, -4.01519, -0.66598], [-1.82506, -2.49142, 1.61696], [-1.21672, -4.13779, 1.71453], [-4.98815, -3.93113, 1.19068], [-4.02945, -2.72517, 1.99814], [-4.07039, -5.71991, 2.60952], [-4.53855, -4.37520, 3.63307], [-2.83851, -4.63405, 3.27233], [-2.54527, -4.71218, -1.22400], [-4.07260, -5.17749, -0.54724], [-1.39030, -6.10804, 0.63425], [-2.28391, -6.98305, -0.60140], [-2.98757, -6.77084, 0.99224], [2.07641, 8.74102, -0.54837], [1.07618, 7.70140, -1.03059], [0.17570, 7.25173, 0.01096], [-0.55642, 6.05632, -0.34382], [-1.52795, 6.12633, -1.52983], [-0.58342, 8.29724, 0.67951], [-1.45353, 9.21590, -0.18577], [2.60015, 8.38797, 0.34127], [2.81323, 8.93522, -1.32856], [1.59929, 9.69092, -0.30908], [1.63222, 6.82584, -1.37875], [0.54750, 8.09962, -1.91132], [-1.09346, 5.71321, 0.54403], [0.18979, 5.27935, -0.55405], [-2.42428, 6.69536, -1.29080], [-1.85093, 5.12002, -1.80483], [-1.06307, 6.57140, -2.41023], [0.12189, 8.91879, 1.23587], [-1.20271, 7.81717, 1.44047], [-0.90478, 9.60599, -1.04388], [-1.77724, 10.07221, 0.40747], [-2.35035, 8.71883, -0.55223], [-3.35033, -0.66850, 4.97677], [-4.47063, 0.10448, 5.65585], [-5.34372, 0.78254, 4.72042], [-6.19896, 1.77780, 5.34464], [-7.24010, 1.30544, 6.36611], [-5.96883, -0.06386, 3.72149], [-6.81216, -1.25145, 4.20791], [-2.80044, -0.02718, 4.28522], [-2.65070, -1.03805, 5.72755], [-3.72079, -1.53359, 4.42328], [-4.02667, 0.87226, 6.29445], [-5.01279, -0.57914, 6.32859], [-6.70403, 2.33057, 4.54835], [-5.54094, 2.50137, 5.83592], [-8.06931, 0.77901, 5.89630], [-7.65854, 2.16959, 6.88446], [-6.80180, 0.65310, 7.12188], [-5.18618, -0.45147, 3.06141], [-6.58372, 0.57179, 3.08047], [-6.29403, -1.84385, 4.96338], [-7.02359, -1.91432, 3.36591], [-7.77159, -0.93536, 4.61248], [-0.11563, -8.61872, -6.41825], [-0.27017, -7.17345, -5.96983], [-0.99356, -7.04646, -4.71802], [-1.43510, -5.69740, -4.43261], [-0.37186, -4.61296, -4.20820], [-0.44668, -7.79291, -3.59965], [1.00939, -7.52620, -3.19410], [-1.08346, -9.12006, -6.43613], [0.30608, -8.65078, -7.42296], [0.55178, -9.18393, -5.76709], [-0.84133, -6.62984, -6.72654], [0.72657, -6.70286, -5.93832], [-2.09380, -5.72926, -3.55957], [-2.07254, -5.37903, -5.26308], [0.13900, -4.73366, -3.25244], [-0.85567, -3.63340, -4.19584], [0.37399, -4.59577, -5.00339], [-0.54464, -8.85732, -3.82485], [-1.09937, -7.62137, -2.73994], [1.67949, -7.54756, -4.05440], [1.34232, -8.30348, -2.50371], [1.13192, -6.56796, -2.68946]], "mulliken_charge": [-1.44, -0.19, 0.15, -1.33, -0.36, 0.72, -0.32, -0.67, -0.28, 0.28, 0.55, -1.82, 0.57, -0.48, -0.92, -0.82, -1.01, 1.37, -1.10, -0.20, -0.54, -0.63, -1.06, 0.38, 0.39, 0.33, 0.43, -0.05, 0.03, 0.55, 0.56, 0.51, 0.20, 0.60, 0.67, 0.65, 0.62, 0.44, 0.48, 0.43, 0.25, 0.59, 0.09, -0.35, 0.60, 0.51, 0.37, 0.35, 0.35, 0.36, 0.10, -0.87, -0.43, 0.28, -0.38, -1.19, -0.70, -1.01, 0.24, -0.19, 0.48, 0.44, 0.22, 0.33, 0.14, 0.34, 0.44, 0.27, 0.38, 0.34, 0.24, 0.32, 0.31, -1.67, -0.05, 0.24, 0.03, -1.16, -0.69, -0.94, 0.35, 0.44, 0.39, 0.19, 0.28, 0.41, -0.45, 0.30, 0.46, 0.29, 0.39, 0.37, 0.26, 0.38, 0.25, -1.08, -0.48, 0.13, -0.70, -0.99, -0.28, -1.07, 0.24, 0.50, 0.02, 0.51, 0.27, 0.35, 0.42, 0.23, 0.40, 0.28, -0.14, 0.43, 0.21, 0.42, 0.30, -1.42, -0.37, 0.16, -0.71, -0.89, -0.18, -0.92, 0.34, 0.44, 0.29, 0.45, 0.27, 0.31, 0.39, 0.04, 0.40, 0.38, 0.34, -0.13, 0.28, 0.39, 0.19]}


{"formula": "C3H7I2NO5P2", "method": "wB97M-V/def2-TZVPD", "max_force_ha_per_bohr": 0.043, "homo_energy_ev": -7.447, "symbols": ["C", "C", "I", "C", "I", "P", "P", "O", "O", "H", "H", "H", "H", "H", "H", "H", "N", "O", "O", "O"], "coordinates": [[-2.82019, -0.84649, -1.44552], [-2.11978, -0.45326, -0.19226], [-2.25977, 1.57750, 0.28686], [-1.41162, -1.27028, 0.58585], [-1.18806, -3.30010, 0.14596], [-0.54295, -0.70228, 2.03209], [1.16981, 0.71909, 1.35871], [1.24075, 0.26043, -0.14833], [2.49232, 0.20048, 2.13547], [-2.12340, -0.73550, -2.28075], [-3.16604, -1.87690, -1.42701], [-3.66116, -0.19071, -1.65168], [-1.39665, 0.10001, 2.78768], [-0.16161, -1.82137, 2.78531], [2.17844, 0.21140, -0.47185], [2.50346, -0.72343, 2.41611], [2.81180, 2.22782, -1.73755], [3.51766, 1.26750, -1.28285], [3.01613, 3.37425, -1.33141], [1.92085, 1.98185, -2.56485]], "nbo_charge": [-0.69, -0.07, 0.26, -0.61, 0.24, 0.54, 1.36, -1.03, -0.98, 0.27, 0.24, 0.24, 0.06, 0.05, 0.56, 0.50, 0.71, -0.63, -0.50, -0.52]}


{"formula": "C5H11P", "method": "wB97M-V/def2-TZVPD", "smiles": "C[C@@H]1C[C@@]1(C)P", "max_force_ha_per_bohr": 0.116, "homo_energy_ev": -8.898, "symbols": ["C", "C", "C", "C", "C", "P", "H", "H", "H", "H", "H", "H", "H", "H", "H", "H", "H"], "coordinates": [[1.70695, 0.78350, -0.61018], [0.24196, 1.17270, -0.34849], [0.06205, 0.97652, 1.17156], [-0.58608, 0.02372, 0.19030], [-0.09216, -1.67957, 0.18205], [-2.35765, 0.20137, -0.21443], [1.82084, 0.64551, -1.75610], [1.95163, -0.15172, -0.23791], [2.51919, 1.37985, -0.27405], [-0.07013, 1.91749, -0.99011], [0.79216, 0.49110, 1.82316], [-0.51923, 1.58854, 1.65797], [0.51426, -1.76281, 1.03306], [0.16304, -2.03566, -0.85100], [-1.10981, -2.27946, 0.47385], [-2.81722, -0.96268, 0.43287], [-2.21981, -0.30839, -1.68255]], "nbo_charge": [-0.59, -0.25, -0.41, -0.30, -0.61, 0.32, 0.19, 0.20, 0.21, 0.23, 0.21, 0.20, 0.21, 0.23, 0.21, -0.03, -0.02]}


{"formula": "C3H4N2O2", "method": "wB97M-V/def2-TZVPD", "smiles": "O=C1N[C@H]2N[C@H]2O1", "max_force_ha_per_bohr": 0.079, "homo_energy_ev": -8.577, "symbols": ["O", "C", "N", "C", "N", "C", "O", "H", "H", "H", "H"], "coordinates": [[2.66339, -0.02925, -0.25317], [1.49561, -0.21801, -0.04658], [0.55200, 0.94574, 0.05105], [-0.76289, 0.64861, 0.15700], [-1.31024, -0.28245, -0.74952], [-0.81153, -1.20489, 0.16139], [0.83288, -1.31566, 0.17060], [0.92008, 1.82417, 0.38126], [-1.43210, 1.34095, 0.66638], [-0.96302, -0.33243, -1.70174], [-1.18417, -1.37677, 1.16333]], "nbo_charge": [-0.59, 0.89, -0.69, 0.18, -0.62, 0.13, -0.53, 0.42, 0.21, 0.39, 0.23]}


{"formula": "C29H30Br2O14", "method": "wB97M-V/def2-TZVPD", "smiles": "CCC[C@H]1[C@H]([C@@H](Br)[C@@H](C)Br)C(=O)O[C@@H]1C.O=C1C=C(O)C(=O)C=C1O.O=C1C=C(O)C(=O)C=C1O.O=C1C=C(O)C(=O)C=C1O", "max_force_ha_per_bohr": 0.011, "homo_energy_ev": -9.213, "symbols": ["C", "C", "C", "C", "C", "C", "Br", "C", "C", "Br", "C", "O", "O", "C", "C", "H", "H", "H", "H", "H", "H", "H", "H", "H", "H", "H", "H", "H", "H", "H", "H", "H", "H", "O", "C", "C", "C", "O", "C", "O", "C", "C", "O", "H", "H", "H", "H", "O", "C", "C", "C", "O", "C", "O", "C", "C", "O", "H", "H", "H", "H", "O", "C", "C", "C", "O", "C", "O", "C", "C", "O", "H", "H", "H", "H"], "coordinates": [[4.87818, 2.49964, 3.11272], [3.80993, 2.72292, 2.03252], [2.61717, 1.76437, 2.18438], [1.48530, 2.06339, 1.20462], [0.66074, 0.93188, 0.58988], [1.25962, -0.12079, -0.32759], [2.57605, 0.68817, -1.52744], [1.89011, -1.34719, 0.36948], [1.40943, -1.64978, 1.77090], [1.50419, -2.94094, -0.72489], [-0.40716, 1.75286, -0.11995], [-1.05372, 1.44292, -1.08222], [-0.56221, 2.92280, 0.51519], [0.32202, 2.94644, 1.67948], [0.60178, 4.38139, 2.07421], [4.84708, 1.46904, 3.48261], [4.73170, 3.15919, 3.97244], [5.88493, 2.67930, 2.72861], [3.46082, 3.75738, 2.05651], [4.24891, 2.53888, 1.04671], [2.25843, 1.77814, 3.22150], [3.00287, 0.75719, 1.98069], [1.91432, 2.61380, 0.35549], [0.08689, 0.42393, 1.38277], [0.48310, -0.46046, -1.01443], [2.97676, -1.28097, 0.32721], [0.31907, -1.74787, 1.81002], [1.84746, -2.58890, 2.10490], [1.71623, -0.87306, 2.47900], [-0.22260, 2.43548, 2.48487], [-0.15751, 4.75183, 2.76762], [0.59963, 5.03301, 1.19702], [1.57096, 4.45240, 2.57095], [-6.60914, -2.99371, -0.41972], [-5.86372, -2.13390, -0.85471], [-5.08211, -1.23064, -0.04123], [-4.29671, -0.31980, -0.63808], [-3.55238, 0.53845, 0.03656], [-4.22398, -0.19726, -2.14572], [-3.50707, 0.67725, -2.59206], [-4.99262, -1.11267, -2.96156], [-5.76571, -2.02670, -2.35933], [-6.51320, -2.90942, -3.00290], [-5.15317, -1.32099, 1.03338], [-3.03175, 1.08311, -0.59336], [-4.91660, -1.02399, -4.03605], [-6.96682, -3.43275, -2.31252], [-2.55109, 7.08685, -6.05034], [-2.59238, 5.88922, -5.81967], [-3.14197, 5.29688, -4.62499], [-3.12014, 3.96062, -4.47236], [-3.60453, 3.36982, -3.40118], [-2.53878, 3.04798, -5.53487], [-2.56604, 1.85319, -5.33009], [-1.99175, 3.65113, -6.74020], [-2.01498, 4.98178, -6.87836], [-1.54534, 5.63280, -7.93547], [-3.55524, 5.95569, -3.87442], [-3.45572, 2.40274, -3.41905], [-1.58232, 2.99352, -7.49377], [-1.69548, 6.58089, -7.74896], [3.38091, -4.09866, 3.20271], [3.28922, -5.26652, 3.54089], [2.54212, -5.73238, 4.68651], [2.53171, -7.04516, 4.96072], [1.88697, -7.58386, 5.98100], [3.27578, -8.05527, 4.11355], [3.20143, -9.21656, 4.46917], [4.01039, -7.58870, 2.95813], [4.01699, -6.27688, 2.68152], [4.64988, -5.74313, 1.64987], [2.01719, -5.00505, 5.28922], [2.06102, -8.54550, 5.93505], [4.52938, -8.31655, 2.35109], [4.47728, -4.78224, 1.68578]], "mulliken_charge": [-1.30, -0.29, -1.03, 0.62, -0.26, -0.81, -0.11, 0.09, -1.13, -0.16, 0.15, -0.68, -0.43, 0.33, -1.52, 0.31, 0.30, 0.36, 0.29, 0.33, 0.30, 0.45, 0.46, 0.30, 0.72, 0.47, 0.36, 0.26, 0.25, 0.35, 0.37, 0.35, 0.32, -0.64, 1.09, -0.86, 0.43, -0.53, 0.82, -0.52, -1.25, 0.35, -0.59, 0.45, 0.21, 0.50, 0.37, -0.65, 1.12, -0.90, 0.52, -0.48, 0.98, -0.56, -1.09, 0.29, -0.59, 0.44, 0.31, 0.43, 0.37, -0.64, 1.07, -1.11, 0.42, -0.57, 1.04, -0.63, -0.99, 0.37, -0.57, 0.44, 0.38, 0.43, 0.35]}


{"formula": "C3H9NO3", "method": "wB97M-V/def2-TZVPD", "smiles": "NC(=O)CCO.O", "max_force_ha_per_bohr": 0.046, "homo_energy_ev": -9.911, "symbols": ["N", "C", "O", "C", "C", "O", "H", "H", "H", "H", "H", "H", "H", "O", "H", "H"], "coordinates": [[1.22431, -0.50266, 0.95652], [0.00326, -0.66788, 0.35567], [-0.67613, 0.24251, -0.04244], [-0.56555, -2.05741, 0.61243], [-2.04572, -2.23741, 0.30852], [-2.14635, -2.55708, -1.07109], [1.68885, 0.36955, 0.86159], [1.49259, -1.08284, 1.73733], [-0.07165, -2.86610, 0.06952], [-0.38497, -2.31674, 1.66018], [-2.41744, -3.04070, 0.95971], [-2.71962, -1.41964, 0.55654], [-2.82318, -2.04254, -1.49149], [3.50484, 6.46278, -0.98442], [3.69751, 5.51840, -1.04257], [3.55863, 6.61401, -0.02458]], "nbo_charge": [-0.84, 0.68, -0.59, -0.53, -0.06, -0.73, 0.39, 0.39, 0.24, 0.21, 0.16, 0.19, 0.48, -0.93, 0.47, 0.47]}


| no. | frontier orbital gap (hartree) | LUMO level (hartree) |
| --- | --- | --- |
| 1 | 0.25924 | -0.08882 |
| 2 | 0.22935 | -0.04432 |
| 3 | 0.36297 | 0.03598 |
| 4 | 0.34157 | 0.02635 |
| 5 | 0.27739 | -0.06118 |
| 6 | 0.39058 | 0.02634 |